{"formula": "C31H68BI2N7O12PSi", "method": "wB97M-V/def2-TZVPD", "symbols": ["C", "C", "O", "N", "C", "C", "O", "B", "C", "C", "O", "Si", "C", "C", "C", "C", "P", "O", "O", "O", "C", "I", "C", "C", "I", "H", "H", "H", "H", "H", "H", "H", "H", "H", "H", "H", "H", "H", "H", "H", "H", "H", "H", "H", "H", "H", "H", "H", "H", "H", "H", "C", "C", "O", "N", "C", "H", "H", "H", "H", "H", "H", "H", "C", "C", "O", "N", "C", "H", "H", "H", "H", "H", "H", "H", "C", "C", "O", "N", "C", "H", "H", "H", "H", "H", "H", "H", "C", "C", "O", "N", "C", "H", "H", "H", "H", "H", "H", "H", "C", "C", "O", "N", "C", "H", "H", "H", "H", "H", "H", "H", "C", "C", "O", "N", "C", "H", "H", "H", "H", "H", "H", "H"], "xyz": [[5.630, 3.865, 0.242], [5.192, 2.449, 0.534], [5.114, 2.060, 1.694], [4.927, 1.615, -0.524], [5.002, 2.187, -1.817], [3.823, 3.032, -2.237], [5.952, 2.038, -2.561], [5.285, 0.092, -0.363], [6.786, -0.120, 0.292], [7.919, 0.759, -0.202], [8.739, 1.275, 0.904], [10.069, 0.413, 1.298], [10.596, 1.006, 2.994], [9.784, -1.431, 1.425], [11.508, 0.712, 0.115], [4.277, -0.793, 0.676], [2.827, -0.123, 1.461], [1.699, -1.105, 1.486], [3.241, 0.277, 2.955], [2.329, 1.242, 0.805], [5.183, -0.701, -1.852], [6.976, -1.489, -2.669], [4.058, -0.874, -2.561], [2.669, -0.442, -2.151], [3.952, -1.863, -4.455], [6.478, 3.892, -0.442], [5.895, 4.332, 1.186], [4.815, 4.443, -0.196], [3.124, 3.146, -1.409], [4.166, 4.017, -2.547], [3.286, 2.519, -3.034], [7.049, -1.181, 0.288], [6.665, 0.139, 1.348], [7.561, 1.647, -0.717], [8.587, 0.212, -0.871], [10.901, 2.052, 2.996], [9.805, 0.841, 3.727], [11.451, 0.402, 3.310], [9.014, -1.625, 2.174], [9.426, -1.851, 0.484], [10.694, -1.944, 1.740], [11.418, 1.702, -0.328], [12.439, 0.635, 0.678], [11.511, -0.048, -0.668], [4.856, -1.202, 1.507], [3.888, -1.661, 0.144], [2.507, 0.754, 3.353], [1.518, 1.112, 0.289], [2.338, -1.042, -1.303], [2.528, 0.615, -1.944], [1.967, -0.670, -2.950], [-1.398, 1.156, -2.996], [-0.289, 2.093, -2.609], [0.641, 1.739, -1.893], [-0.328, 3.365, -3.075], [-1.322, 3.994, -3.925], [-1.192, 0.191, -2.540], [-2.364, 1.511, -2.638], [-1.439, 1.033, -4.079], [0.457, 3.921, -2.774], [-0.849, 4.343, -4.846], [-1.763, 4.852, -3.417], [-2.121, 3.304, -4.177], [-4.961, 7.176, -5.445], [-4.363, 6.445, -4.263], [-4.424, 5.236, -4.152], [-3.742, 7.200, -3.312], [-3.568, 8.637, -3.276], [-5.411, 6.440, -6.102], [-5.729, 7.880, -5.121], [-4.193, 7.720, -5.996], [-3.368, 6.656, -2.550], [-2.508, 8.895, -3.254], [-4.039, 9.059, -2.385], [-4.016, 9.095, -4.151], [-5.027, -0.996, -2.949], [-4.968, 0.268, -2.122], [-4.417, 1.281, -2.537], [-5.529, 0.232, -0.895], [-6.191, -0.880, -0.220], [-4.529, -0.805, -3.895], [-4.520, -1.815, -2.440], [-6.061, -1.285, -3.143], [-5.449, 1.104, -0.398], [-7.214, -0.601, 0.033], [-5.644, -1.102, 0.696], [-6.204, -1.761, -0.852], [-3.007, -2.870, 3.917], [-3.886, -3.057, 2.703], [-4.526, -2.130, 2.223], [-3.938, -4.294, 2.157], [-3.250, -5.503, 2.582], [-3.073, -1.832, 4.226], [-3.337, -3.508, 4.738], [-1.968, -3.100, 3.682], [-4.539, -4.352, 1.350], [-2.611, -5.876, 1.783], [-3.970, -6.281, 2.827], [-2.635, -5.305, 3.453], [-3.046, -10.850, 2.227], [-3.125, -9.543, 2.983], [-2.703, -8.501, 2.515], [-3.692, -9.571, 4.221], [-4.243, -10.707, 4.931], [-2.573, -10.657, 1.270], [-2.450, -11.581, 2.775], [-4.041, -11.262, 2.054], [-3.713, -8.671, 4.674], [-5.298, -10.542, 5.157], [-3.713, -10.863, 5.873], [-4.155, -11.607, 4.333], [-10.293, 1.751, 1.783], [-9.097, 0.826, 1.779], [-9.152, -0.306, 1.330], [-7.934, 1.300, 2.300], [-7.669, 2.605, 2.871], [-11.129, 1.223, 1.336], [-10.559, 2.040, 2.800], [-10.090, 2.651, 1.201], [-7.178, 0.632, 2.273], [-6.878, 3.112, 2.317], [-7.349, 2.510, 3.910], [-8.562, 3.222, 2.840]], "atomic_forces_ev_per_a": [[-0.2, 0.3, 0.1], [-0.4, -0.4, 0.6], [0.2, 0.2, -0.5], [0.6, 0.0, -0.4], [0.7, 0.3, -0.3], [-0.3, 0.1, 0.5], [-0.6, -0.1, 0.3], [0.4, -1.5, 0.3], [-0.3, 0.6, 0.3], [0.4, 0.1, 0.4], [-0.3, -0.3, -0.3], [0.4, 0.1, 0.5], [0.1, -0.2, 0.0], [-0.3, 0.1, 0.0], [-0.4, -0.2, 0.2], [0.1, 0.7, -0.2], [-0.9, -1.8, 0.0], [0.2, 0.4, -0.2], [0.3, 0.3, -0.1], [-0.1, 0.7, -0.1], [-0.7, 0.3, -0.5], [0.0, 0.0, 0.1], [0.5, 0.2, 0.2], [-0.2, -0.4, -0.2], [0.0, 0.0, 0.0], [0.0, 0.0, 0.0], [0.1, 0.0, 0.0], [0.0, 0.0, -0.1], [0.0, 0.0, 0.0], [0.0, -0.1, -0.3], [0.1, 0.1, -0.2], [0.1, 0.0, -0.1], [0.0, 0.1, 0.0], [0.0, 0.0, -0.2], [-0.1, 0.1, -0.2], [-0.1, 0.1, 0.1], [-0.1, 0.2, 0.0], [0.1, 0.1, 0.0], [0.0, 0.0, 0.0], [0.1, -0.1, 0.0], [0.1, 0.0, -0.1], [0.1, 0.0, -0.1], [0.1, 0.1, -0.1], [0.1, 0.1, -0.1], [0.1, 0.1, 0.0], [-0.1, -0.1, 0.0], [0.0, 0.1, 0.1], [0.2, -0.1, 0.0], [0.0, 0.1, 0.3], [0.4, -0.1, 0.2], [0.0, 0.1, 0.0], [0.1, 0.0, 0.1], [0.2, -0.2, 0.2], [-0.2, 0.2, 0.1], [-0.1, 0.1, -0.1], [0.3, 0.0, 0.1], [0.1, 0.0, 0.0], [0.1, 0.0, -0.2], [-0.1, 0.0, 0.0], [0.0, 0.0, 0.0], [-0.1, 0.0, -0.1], [-0.1, 0.0, 0.0], [0.0, 0.0, 0.1], [0.0, -0.1, 0.0], [0.0, 0.0, 0.0], [0.0, 0.0, -0.1], [0.0, 0.1, 0.0], [0.1, -0.2, 0.2], [0.0, 0.0, 0.0], [0.0, 0.1, 0.0], [0.0, 0.1, 0.0], [0.0, 0.0, 0.0], [0.0, 0.1, -0.1], [0.0, 0.1, 0.0], [0.0, 0.0, 0.0], [0.0, 0.1, -0.1], [0.1, 0.0, 0.0], [-0.3, 0.0, 0.0], [-0.1, -0.1, -0.2], [0.2, 0.6, 0.2], [0.0, 0.0, 0.0], [0.0, 0.0, 0.0], [0.0, -0.1, 0.0], [0.0, 0.0, 0.0], [-0.1, -0.2, -0.1], [-0.1, -0.2, -0.1], [0.0, 0.0, 0.0], [0.0, 0.0, 0.0], [0.1, 0.0, 0.0], [0.0, 0.0, 0.1], [0.0, 0.0, 0.1], [-0.2, 0.2, -0.2], [0.0, 0.0, 0.0], [0.1, 0.0, 0.0], [0.0, 0.0, 0.0], [0.0, 0.0, 0.0], [0.1, -0.1, 0.1], [0.0, -0.1, 0.0], [0.0, 0.0, 0.0], [0.0, 0.0, 0.0], [0.0, 0.0, 0.0], [0.0, 0.0, 0.0], [0.0, -0.1, 0.0], [0.0, 0.2, 0.1], [0.0, 0.0, 0.0], [0.0, 0.0, 0.0], [0.0, -0.1, 0.0], [0.0, 0.0, 0.0], [0.0, -0.1, 0.0], [0.0, -0.1, 0.0], [0.0, 0.0, 0.0], [0.0, -0.1, 0.0], [0.2, 0.0, 0.0], [-0.2, 0.0, 0.0], [0.0, 0.1, 0.0], [0.1, -0.2, 0.0], [0.0, 0.0, 0.0], [0.0, 0.1, 0.0], [0.0, 0.0, 0.0], [0.0, 0.0, 0.0], [0.0, 0.1, 0.0], [0.0, 0.1, 0.0], [0.0, 0.0, 0.0]], "energy_ha": -3759.6335, "homo_ha": -0.18883, "multiplicity": 1, "total_charge": -1, "homo_lumo_gap_ev": 6.8}